10
Properties=species:S:1:pos:R:3:forces:R:3 method="wB97M-V/def2-TZVPD" e_homo_ev=-9.535 lumo_energy_ev=0.3 smiles="O=c1ncn(S)[nH]1" homo_lumo_gap_ev=9.79
C 0.0518 -1.0238 0.6044 -1.37 -0.89 0.18
C 1.4003 0.5677 0.4431 2.20 2.33 -0.10
H -2.6754 -0.1468 -0.8847 0.02 -0.24 -0.69
H -0.4521 -1.9870 0.8479 0.43 0.89 -0.33
H -0.0277 1.7743 -0.4126 0.23 0.16 -0.13
N -0.6030 -0.1239 -0.2464 0.96 -1.25 0.91
N 1.1684 -0.6363 1.1069 -0.67 -0.10 -0.82
N 0.3609 0.8434 -0.4966 0.46 0.18 0.61
O 2.3507 1.3241 0.5814 -1.30 -1.05 -0.01
S -1.5739 -0.5916 -1.5435 -0.97 -0.04 0.39

112
Properties=species:S:1:pos:R:3:forces:R:3 method="wB97M-V/def2-TZVPD" total_charge=-2 e_homo_ev=-1.237 lumo_energy_ev=2.2 homo_lumo_gap_ev=3.41
Rb 1.2300 -0.2775 1.8107 -0.59 0.23 0.00
C 1.6532 -5.5537 0.4395 0.26 0.02 -0.04
Si 2.3760 -4.0793 -0.5151 -0.16 0.23 0.25
C 4.1123 -3.6992 0.1507 -0.11 -0.24 -0.03
C 2.6686 -4.7161 -2.2900 -0.16 0.13 0.10
N 1.3745 -2.7328 -0.2820 0.77 -0.59 -0.60
P 0.5461 -1.8416 -1.3049 -0.66 0.83 1.32
C -0.2839 -0.6716 -0.3919 -0.52 0.14 -2.56
P -1.3473 0.4738 -1.0503 0.78 -1.02 1.35
N -1.9391 1.3412 0.1531 -0.86 0.79 -0.50
Si -3.0040 2.6534 0.1985 0.37 -0.53 0.04
C -3.8830 2.5745 1.8829 -0.01 0.30 -0.05
C -2.0842 4.3190 0.0652 -0.17 -0.04 0.16
C -4.4187 2.7148 -1.0865 0.14 0.04 0.05
C -2.7046 -0.3797 -1.9546 -0.18 0.20 0.12
C -3.6781 -0.9437 -1.1251 -0.10 0.07 -0.13
C -4.7342 -1.6667 -1.6539 0.01 0.05 0.05
C -4.8337 -1.8466 -3.0289 -0.04 -0.02 -0.04
C -3.8576 -1.3187 -3.8596 -0.05 -0.06 -0.07
C -2.7967 -0.5969 -3.3262 0.06 -0.01 0.10
C -0.7031 1.6731 -2.2996 0.00 0.10 0.16
C 0.6376 2.0368 -2.2004 0.03 0.08 -0.05
C 1.1632 3.0478 -2.9916 0.02 0.00 0.04
C 0.3480 3.7200 -3.8923 0.00 0.04 -0.01
C -0.9948 3.3788 -3.9881 -0.04 0.02 -0.07
C -1.5159 2.3639 -3.1972 0.10 -0.07 -0.02
C -0.5221 -2.9799 -2.2932 0.06 -0.12 0.12
C -1.6020 -3.4844 -1.5640 -0.08 -0.06 -0.12
C -2.4500 -4.4334 -2.1099 0.03 0.00 0.00
C -2.2318 -4.8969 -3.4023 -0.03 -0.06 -0.02
C -1.1563 -4.4146 -4.1304 0.02 0.01 -0.10
C -0.3018 -3.4662 -3.5790 -0.06 0.02 0.10
C 1.6361 -1.0939 -2.5817 0.10 -0.09 0.01
C 2.9670 -0.8549 -2.2406 -0.04 -0.04 -0.10
C 3.8255 -0.2266 -3.1317 0.03 0.03 0.05
C 3.3672 0.1655 -4.3833 0.00 0.01 -0.04
C 2.0370 -0.0426 -4.7226 -0.03 0.01 -0.07
C 1.1760 -0.6511 -3.8215 0.07 -0.05 0.08
H 2.2883 -6.4436 0.3659 -0.02 0.00 0.01
H 0.6645 -5.8048 0.0460 0.00 0.05 -0.04
H 1.5385 -5.3043 1.4976 0.00 0.03 0.00
H 4.7319 -4.5999 0.2260 0.00 0.02 0.01
H 4.0563 -3.2425 1.1403 -0.01 0.00 0.03
H 4.6301 -2.9973 -0.5089 -0.01 0.02 -0.01
H 3.4875 -5.4415 -2.3138 0.01 -0.01 0.05
H 2.9280 -3.8906 -2.9598 0.01 -0.01 -0.01
H 1.7713 -5.1990 -2.6868 0.02 0.01 -0.01
H -3.1717 2.2890 2.6603 0.04 -0.02 0.00
H -4.6732 1.8192 1.8655 0.02 -0.04 -0.03
H -4.3379 3.5318 2.1650 -0.02 -0.03 0.01
H -1.0472 4.1853 0.3823 -0.08 -0.03 -0.02
H -2.5342 5.0958 0.6944 -0.01 0.04 -0.05
H -2.0674 4.6839 -0.9651 0.01 -0.03 -0.03
H -4.8331 1.7165 -1.2386 -0.03 -0.07 0.02
H -4.0606 3.0687 -2.0569 -0.02 0.02 0.05
H -5.2349 3.3751 -0.7740 0.05 0.03 0.05
H -3.5762 -0.7856 -0.0569 -0.06 -0.02 0.01
H -5.4871 -2.0894 -0.9969 0.02 -0.01 0.00
H -5.6632 -2.4051 -3.4481 0.02 -0.01 0.00
H -3.9250 -1.4676 -4.9319 0.04 -0.03 0.01
H -2.0331 -0.2016 -3.9867 -0.04 0.03 -0.01
H 1.2659 1.4980 -1.4985 -0.01 -0.03 -0.01
H 2.2144 3.3030 -2.9143 0.00 -0.01 0.00
H 0.7563 4.5058 -4.5181 -0.01 0.01 0.01
H -1.6408 3.9120 -4.6779 0.01 -0.02 -0.01
H -2.5648 2.1024 -3.2726 0.03 0.03 -0.03
H -1.7579 -3.0988 -0.5622 -0.01 -0.02 0.00
H -3.2839 -4.8161 -1.5319 -0.01 0.04 0.00
H -2.8953 -5.6362 -3.8380 0.00 0.01 0.01
H -0.9731 -4.7822 -5.1350 -0.01 0.00 0.01
H 0.5481 -3.1183 -4.1516 0.02 -0.02 -0.01
H 3.3144 -1.1796 -1.2659 0.03 0.00 -0.02
H 4.8582 -0.0496 -2.8515 -0.01 -0.01 0.00
H 4.0422 0.6346 -5.0903 -0.01 0.02 0.02
H 1.6667 0.2776 -5.6905 0.00 0.03 0.02
H 0.1291 -0.7802 -4.0698 0.02 -0.01 -0.07
Cl 6.8007 -4.8491 4.5630 0.04 -0.04 0.04
C 5.8792 -3.4958 4.0007 -0.05 0.00 -0.05
C 4.5008 -3.4341 4.2133 0.08 0.04 -0.04
Cl 3.7218 -4.7264 5.0596 -0.05 -0.04 0.03
C 3.7584 -2.3645 3.7530 0.28 0.04 -0.06
Cl 2.0481 -2.3158 3.9779 -0.05 -0.28 0.38
C 4.3366 -1.2593 3.0362 0.04 -0.09 0.11
O 3.6600 -0.2947 2.6165 0.72 -0.02 0.25
C 5.7548 -1.3789 2.8448 -0.01 -0.01 0.01
Cl 6.5092 -0.0991 1.9660 0.04 0.09 -0.05
C 6.4917 -2.4532 3.3023 -0.18 -0.03 0.06
Cl 8.1959 -2.5229 3.0148 0.09 0.02 -0.02
O -2.4757 6.7818 5.4344 -0.18 -0.20 -0.01
N -1.5164 6.4772 4.7419 -0.29 1.08 0.48
O -0.7621 7.3232 4.3015 0.39 -0.16 -0.33
C -1.2660 5.0803 4.4996 -0.13 -1.58 0.03
C -1.9973 4.2144 5.2597 0.12 0.87 -0.15
C -1.8416 2.8178 5.1646 0.22 -0.67 -0.18
C -2.6078 1.9276 5.9416 0.04 0.12 -0.04
C -2.4012 0.5831 5.8098 -0.11 0.02 0.08
C -1.4094 0.1444 4.9187 0.08 0.07 -0.06
N -0.6869 0.9505 4.1754 0.08 -0.23 -0.09
C -0.9033 2.2694 4.2659 -0.29 0.27 0.24
C -0.1626 3.1696 3.4028 -0.08 0.27 0.05
N 0.6404 2.6010 2.4965 0.14 0.02 -0.03
C 1.3077 3.3633 1.6650 0.04 -0.15 -0.02
C 1.2417 4.7565 1.6980 -0.09 0.21 0.17
C 0.4317 5.3623 2.6248 0.08 -0.09 -0.02
C -0.3232 4.5753 3.5188 0.13 0.12 -0.14
H -2.7096 4.6206 5.9632 -0.01 -0.01 -0.01
H -3.3517 2.3263 6.6213 -0.01 -0.03 0.01
H -2.9833 -0.1325 6.3741 0.03 -0.02 0.00
H -1.1988 -0.9154 4.8179 -0.02 0.00 -0.02
H 1.9268 2.8537 0.9332 0.00 0.02 -0.01
H 1.8136 5.3517 0.9997 0.00 -0.03 -0.03
H 0.3708 6.4329 2.6705 -0.04 0.11 -0.02

24
Properties=species:S:1:pos:R:3:forces:R:3 method="wB97M-V/def2-TZVPD" total_charge=+1 e_homo_ev="-9.734 / -13.401" lumo_energy_ev="-3.7 / -5.0" homo_lumo_gap_ev="6.01 / 8.36" multiplicity=3
C -1.0145 2.4163 -0.2150 -1.48 -1.71 2.13
C -3.3866 -1.6012 -2.1774 -3.27 -0.58 2.12
C 0.9573 -1.0747 -0.9138 -0.21 -3.46 -2.78
C 3.1894 -0.0077 1.3997 1.12 -2.04 -1.09
N -1.4239 0.2447 0.7297 -0.53 -1.51 0.47
N -1.3109 1.4877 0.4292 2.18 1.21 -1.84
N -0.8863 3.5286 -0.8284 -0.41 0.57 2.52
N 1.2508 -0.7821 0.4254 -1.13 0.64 2.06
O 0.2487 -0.2199 2.6371 -0.36 -0.63 1.52
O -0.7710 -1.9954 1.2606 -0.92 -2.30 -0.02
O 2.0620 0.3728 0.5538 0.02 -0.49 1.03
S -2.0207 -0.8729 -2.6031 1.73 1.04 -0.72
S -0.2549 -0.7127 1.2361 1.17 2.32 1.28
H -3.7994 -2.4390 -2.7911 0.18 0.87 0.79
H -3.9577 -1.1451 -1.2297 1.16 -1.31 -2.28
H 1.9089 -1.0918 -1.4526 -0.33 0.03 -0.09
H 0.4153 -2.1167 -1.0883 1.60 1.65 1.03
H 0.2110 -0.5079 -1.3999 -0.35 1.65 -0.47
H 3.4751 -1.0743 1.1717 -0.15 1.11 -0.45
H 3.0921 -0.1034 2.4582 -1.21 0.81 0.86
H 4.0431 0.6292 1.1964 -0.26 0.30 -0.35
H -0.0857 -0.7397 3.4591 0.53 0.92 -2.13
H -0.6058 3.4433 -1.7184 1.23 0.11 -4.09
H -1.3364 4.3618 -0.5392 -0.31 0.82 0.47

23
Properties=species:S:1:pos:R:3:forces:R:3 method="wB97M-V/def2-TZVPD" e_homo_ev=-8.518 lumo_energy_ev=1.0 smiles=CN(CCN)CCN homo_lumo_gap_ev=9.56
N -1.2330 3.3847 0.6347 -0.36 0.50 0.16
C -0.2355 2.3368 0.7691 -1.30 -1.36 0.42
C -0.6607 1.1111 -0.0688 0.74 -0.02 -1.05
N 0.2958 0.0128 0.0833 -0.45 0.26 0.37
C 1.5329 0.2965 -0.5921 0.58 0.76 -0.77
C -0.2834 -1.2455 -0.3122 0.35 -1.04 -1.35
C 0.5654 -2.4815 0.0907 -0.54 1.40 0.40
N -0.0788 -3.7454 -0.2040 0.08 0.04 0.39
H -0.9365 4.2803 1.0013 0.33 -0.10 -0.08
H -2.0720 3.1778 1.1656 0.01 -0.24 -0.16
H 0.7591 2.7499 0.6670 0.14 -0.20 -0.47
H -0.2951 1.7679 1.7063 0.51 0.93 0.73
H -1.6253 0.7900 0.3254 0.00 -0.02 0.16
H -0.8403 1.2600 -1.1485 0.12 0.58 0.07
H 1.4196 0.3826 -1.6901 -0.09 -0.65 -0.03
H 1.9538 1.2787 -0.3865 -0.32 0.17 0.67
H 2.3358 -0.3789 -0.3236 -0.08 -0.42 -0.13
H -1.3485 -1.2543 -0.0774 0.14 -0.35 0.89
H -0.3393 -1.4492 -1.4099 0.09 0.96 -0.18
H 0.8527 -2.3201 1.1309 -0.15 -0.69 0.23
H 1.4871 -2.3890 -0.4698 0.23 -0.28 -0.18
H -0.9572 -3.7807 0.3017 -0.01 -0.17 -0.10
H -0.2966 -3.7841 -1.1932 -0.04 -0.08 0.02

97
Properties=species:S:1:pos:R:3:forces:R:3 method="wB97M-V/def2-TZVPD" e_homo_ev=-6.568 lumo_energy_ev=-0.9 homo_lumo_gap_ev=5.66
Lu 0.2005 0.2408 -0.1595 0.03 -0.59 -0.11
C 3.4868 0.3989 -1.8174 0.31 -0.15 0.32
O 2.0848 0.6344 -1.9070 -0.44 0.13 -0.52
C 1.6028 1.0421 -3.1277 -0.61 0.33 0.02
C 2.2704 0.8853 -4.3324 0.11 -0.15 0.09
C 1.7006 1.3385 -5.5151 0.02 0.01 0.04
C 0.4636 1.9610 -5.5062 0.12 -0.04 -0.08
C -0.2034 2.1356 -4.3118 0.09 -0.17 0.33
C 0.3412 1.6782 -3.1097 0.60 -0.06 -0.78
N -0.2874 1.8212 -1.8698 -1.13 0.59 0.82
N -1.3069 2.6449 -1.9158 1.07 -0.67 -0.22
C -1.9389 3.0820 -0.8342 0.30 -0.39 0.71
C -1.5033 2.8381 0.5247 0.07 -0.21 -0.38
O -0.6371 1.9657 0.8266 -0.61 0.65 0.01
C -2.0699 3.6652 1.5553 -0.04 0.12 0.24
C -3.0535 4.5548 1.3028 0.27 -0.32 0.11
C -3.5966 4.7175 -0.0049 -0.06 -0.10 -0.55
C -4.6592 5.5989 -0.2435 0.01 0.01 -0.07
C -5.1700 5.7556 -1.5094 -0.08 0.13 0.15
C -4.6301 5.0260 -2.5683 -0.01 -0.02 0.04
C -3.5944 4.1484 -2.3534 -0.01 0.06 -0.07
C -3.0460 3.9793 -1.0753 -0.34 0.37 0.09
H 4.0437 1.2006 -2.3084 -0.12 -0.03 0.00
H 3.7483 -0.5674 -2.2599 -0.06 0.07 -0.04
H 3.7338 0.3942 -0.7532 -0.05 -0.01 -0.27
H 3.2326 0.3964 -4.3623 0.05 0.00 0.04
H 2.2371 1.2060 -6.4426 0.04 -0.03 -0.07
H 0.0204 2.3100 -6.4274 -0.01 0.03 -0.05
H -1.1665 2.6179 -4.2744 -0.03 0.09 -0.06
H -1.6759 3.5314 2.5514 0.05 -0.04 0.09
H -3.4670 5.1539 2.1019 -0.02 0.04 0.11
H -5.0656 6.1573 0.5893 -0.05 0.04 0.03
H -5.9848 6.4423 -1.6832 -0.07 0.04 -0.02
H -5.0377 5.1530 -3.5608 0.00 -0.03 -0.09
H -3.1866 3.5859 -3.1776 0.05 -0.06 -0.06
N -2.1997 -0.1500 -3.2953 0.06 0.06 0.01
C -1.4828 -1.2749 -3.2356 -0.15 -0.07 0.10
N -1.8500 -2.2322 -4.0854 -0.18 -0.26 -0.30
C -1.1971 -3.3840 -3.9820 0.01 0.71 0.21
N -1.5190 -4.3810 -4.8147 -0.07 -0.16 -0.13
N -0.2209 -3.6116 -3.1003 0.18 -0.21 0.18
C 0.0765 -2.6033 -2.2989 -0.80 0.19 -0.70
N -0.4963 -1.3922 -2.3136 0.39 -0.02 0.34
C 1.1344 -2.8905 -1.3277 0.55 -0.27 0.47
C 1.6222 -4.1935 -1.2263 -0.13 0.21 -0.03
C 2.6494 -4.4665 -0.3428 0.04 0.33 0.11
C 3.1810 -3.4088 0.3791 -0.10 -0.09 -0.26
C 2.6243 -2.1484 0.2191 0.25 -0.03 0.16
N 1.6013 -1.8778 -0.5869 -0.31 -0.33 -0.07
H -2.8794 -0.0797 -4.0328 0.04 0.03 0.09
H -1.9623 0.6482 -2.7312 -0.08 -0.06 -0.02
H -2.3228 -4.2736 -5.4034 -0.03 -0.04 -0.07
H -1.0882 -5.2774 -4.6802 -0.05 0.01 -0.03
H 1.1758 -4.9552 -1.8437 0.01 -0.02 0.00
H 3.0269 -5.4718 -0.2280 0.04 -0.06 -0.01
H 4.0041 -3.5237 1.0664 0.04 -0.04 0.07
H 3.0401 -1.3119 0.7623 -0.26 -0.20 -0.17
F -3.1248 -5.5771 2.2295 0.04 0.12 -0.05
C -2.8819 -4.3326 1.7279 0.10 0.01 0.00
C -2.8532 -4.1467 0.3567 -0.07 -0.35 0.36
C -2.6293 -2.8811 -0.1428 0.24 0.39 0.21
C -2.4066 -1.7771 0.7033 -0.35 -0.43 0.16
C -2.2107 -0.4335 0.1976 0.70 0.67 -0.31
C -2.4462 -2.0221 2.0880 0.13 0.10 -0.35
C -2.6767 -3.2787 2.6030 -0.17 -0.50 -0.07
H -3.0317 -4.9868 -0.2996 -0.02 -0.07 -0.02
H -2.6503 -2.7200 -1.2119 -0.03 -0.02 -0.10
H -2.5906 0.3013 0.9189 0.08 -0.06 -0.17
H -2.7331 -0.3068 -0.7557 0.01 0.11 0.06
H -2.3097 -1.1836 2.7568 -0.03 0.08 0.06
H -2.7315 -3.4498 3.6686 0.00 -0.06 0.10
C 0.9355 -2.8218 3.2933 0.48 0.44 -0.20
S 1.3551 -1.0499 3.1890 -1.80 -0.46 1.40
C 0.1300 -0.5275 4.4609 0.50 -0.09 -0.54
O 0.7450 -0.6251 1.8870 -0.47 0.26 -0.97
H 0.9662 -3.1442 4.3267 0.03 0.03 0.24
H 1.6850 -3.3606 2.7271 0.12 -0.06 -0.10
H -0.0512 -2.9621 2.8603 -0.10 0.13 -0.01
H 0.6027 -0.6422 5.4305 0.08 -0.06 0.16
H -0.7783 -1.1112 4.3902 -0.12 -0.14 -0.06
H -0.0811 0.5194 4.2819 0.04 0.22 -0.08
O 6.0226 -0.7245 2.5115 -0.03 0.40 0.09
S 4.6106 -0.5677 2.6954 0.14 -0.33 0.43
O 3.8759 -1.8000 2.9362 0.71 -0.09 -0.10
N 3.9077 0.2395 1.4539 0.50 -0.20 0.67
C 3.1595 1.2221 1.8969 0.05 0.44 -0.76
S 2.1894 2.1588 0.9028 -0.02 0.25 0.01
C 3.2361 1.4647 3.3495 0.23 0.12 0.80
C 2.5244 2.3888 4.0995 0.13 -0.15 -0.12
C 2.7145 2.4010 5.4729 -0.03 0.07 0.11
C 3.5959 1.5208 6.0889 0.04 -0.08 -0.07
C 4.3066 0.5898 5.3372 0.12 -0.14 0.08
C 4.1077 0.5847 3.9777 -0.10 0.04 -0.69
H 1.8362 3.0620 3.6108 -0.04 0.05 -0.07
H 2.1656 3.1075 6.0781 -0.03 0.06 0.05
H 3.7212 1.5513 7.1620 0.03 0.01 0.04
H 4.9895 -0.1094 5.7962 0.02 -0.05 0.10

42
Properties=species:S:1:pos:R:3:forces:R:3 method="wB97M-V/def2-TZVPD" e_homo_ev="-7.311 / -7.463" lumo_energy_ev="-1.2 / -2.5" homo_lumo_gap_ev="6.16 / 4.96" multiplicity=4
Tc -0.1304 0.9823 0.4464 0.40 0.39 -0.20
O -2.2254 -2.2829 -2.0045 0.08 0.30 -0.12
C -1.1832 -2.4892 -2.8328 0.50 -0.16 0.30
C -1.3333 -3.4537 -3.8176 0.45 -0.08 -0.50
C -0.2741 -3.7619 -4.6729 -0.44 0.05 0.38
C 0.9578 -3.1278 -4.5744 -0.37 0.10 0.40
C 1.1037 -2.1793 -3.5769 0.37 -0.12 -0.55
C 0.0722 -1.8574 -2.6936 0.55 0.21 -0.16
C 0.3871 -0.8442 -1.6677 -1.20 -0.56 -0.60
O -0.6199 -0.3763 -1.0130 -0.71 -0.02 0.50
N 1.6091 -0.4257 -1.4986 1.07 -0.22 0.03
N 1.6326 0.4778 -0.5050 -0.31 1.00 0.52
C 2.6961 1.1333 -0.1808 -0.46 -0.11 -0.17
C 2.5421 2.1902 0.7957 -0.67 -0.11 0.43
C 3.6068 3.0227 1.1430 -1.07 0.19 0.67
C 3.3610 3.9847 2.1155 -0.55 -0.34 -0.25
C 2.1000 4.0932 2.7176 1.07 0.09 -0.35
C 1.0996 3.2482 2.3101 -0.41 -0.17 -0.10
N 1.2810 2.3169 1.3573 0.99 0.22 -0.21
H -1.9968 -1.5019 -1.4742 -0.07 0.09 0.22
H -2.2926 -3.9453 -3.8950 0.01 -0.07 -0.06
H -0.4125 -4.5212 -5.4181 -0.13 -0.25 -0.26
H 1.7707 -3.3909 -5.2393 -0.04 0.12 0.05
H 2.0435 -1.6438 -3.5003 -0.12 -0.07 0.21
H 3.6292 0.9320 -0.6609 0.49 -0.07 -0.26
H 4.5665 2.9112 0.6694 0.12 -0.03 -0.06
H 4.1356 4.6597 2.3876 0.54 0.42 0.27
H 1.9245 4.8388 3.4827 -0.08 -0.11 -0.06
H 0.1239 3.3426 2.7840 0.02 -0.36 -0.39
Se -0.4765 2.6988 -1.3847 -0.18 0.29 0.05
Se -1.7542 4.4118 -0.6253 -0.36 -0.20 0.55
Se -2.7598 3.7132 1.3983 0.28 0.71 -0.74
Se -2.2251 1.5132 1.7114 0.29 -0.50 -0.05
Te 0.5206 -0.7547 2.2450 0.04 -0.47 0.40
C -1.3783 -1.2870 2.9448 0.41 0.08 0.09
C -2.4337 -1.6781 2.1774 0.44 -0.07 0.06
C -3.5718 -1.9845 2.9596 -0.86 0.00 -0.78
C -3.3861 -1.7985 4.2817 0.76 0.28 0.43
S -1.7742 -1.2645 4.6101 -0.38 -0.13 -0.16
H -2.3474 -1.7459 1.1011 -0.20 -0.10 0.03
H -4.5154 -2.2684 2.5029 0.09 -0.06 0.23
H -4.0728 -1.8876 5.0939 -0.35 -0.17 0.20